Here is 3 unconnected molecules or ions with the total composition C5H17NO2 in a non-equilibrium geometry from OMol25. Energies are from ωB97M-V with the def2-TZVPD basis set.

Spin multiplicity: 1
Orbital gap (eV): 10.3
Structure (SMILES): CCN(C)CC.O.O
Energy relative to the best compared isomer or geometry (same formula, charge and spin) (kJ/mol): 311.5
Net charge: 0

XYZ file:
```
25
Properties=species:S:1:pos:R:3:forces:R:3:lowdin_charge:R:1
C -1.061 -1.964 0.782 1.49 -1.69 1.80 -0.10
C 0.088 -1.658 -0.214 -2.32 1.10 0.12 -0.21
N 0.217 -0.125 -0.217 -0.69 -0.32 -2.93 -0.24
C 1.580 0.316 -0.507 2.13 -2.60 4.40 -0.12
C -0.647 0.401 -1.380 1.43 3.23 3.23 -0.16
C -0.518 2.093 -1.419 -0.89 -2.36 -1.27 -0.04
H -1.443 -2.949 0.652 -0.27 -1.06 -0.65 0.05
H -0.868 -2.039 1.915 0.69 0.71 -1.62 0.11
H -1.892 -1.356 0.731 -1.63 1.76 -0.56 0.03
H 0.967 -2.026 0.252 1.10 -0.66 -0.23 0.08
H -0.193 -2.195 -1.246 1.06 1.50 1.94 0.16
H 1.751 1.371 -0.586 -0.11 0.13 -0.30 0.06
H 2.094 -0.339 -1.165 0.26 -0.01 -1.87 0.07
H 2.262 -0.051 0.455 -1.65 1.41 -2.02 0.11
H -1.591 -0.037 -1.278 -2.05 0.29 1.01 0.08
H -0.444 -0.004 -2.313 1.75 -0.49 -2.02 0.07
H -1.176 2.393 -2.284 0.82 -0.03 0.84 0.08
H -0.877 2.625 -0.509 0.74 -0.58 -1.02 0.04
H 0.552 2.329 -1.645 -1.26 0.05 0.12 0.06
O 1.824 -0.834 2.601 -1.13 -0.26 -0.12 -0.09
H 1.132 -0.703 1.895 1.54 0.15 0.95 0.01
H 2.716 -0.591 2.328 -0.55 0.10 -0.42 0.03
O -1.744 1.681 1.388 1.01 1.07 -1.87 -0.12
H -1.871 2.359 0.649 -0.21 -1.49 1.98 0.03
H -0.859 1.304 1.114 -1.26 0.06 0.53 0.02
```
Forces are in eV/Å.

***

Here is 3 unconnected molecules or ions with the total composition C5H17NO2 in a non-equilibrium geometry from OMol25. Energies are from ωB97M-V with the def2-TZVPD basis set.

Spin multiplicity: 1
Orbital gap (eV): 10.2
Structure (SMILES): CCC[C@@H](C)N.O.O
Energy relative to the best compared isomer or geometry (same formula, charge and spin) (kJ/mol): 98.3
Net charge: 0

XYZ file:
```
25
Properties=species:S:1:pos:R:3:forces:R:3:lowdin_charge:R:1
C -1.295 -1.737 -0.931 0.99 0.50 -1.23 -0.10
C -1.148 -1.068 0.433 -1.05 -0.68 1.01 -0.26
C -1.130 0.452 0.424 -1.22 0.29 0.62 -0.19
C 0.243 1.057 0.260 1.78 0.68 -0.63 -0.47
C 0.294 2.266 -0.674 0.97 0.31 -0.18 -0.08
N 0.885 1.496 1.518 0.11 -0.64 0.09 0.02
H -0.325 -2.004 -1.368 -0.27 -0.32 0.23 0.05
H -1.690 -1.053 -1.697 -0.04 0.21 0.36 0.07
H -1.969 -2.588 -1.017 0.19 -0.20 0.59 0.07
H -1.971 -1.506 1.019 -0.19 0.79 0.08 0.11
H -0.307 -1.340 1.066 0.33 -0.61 -0.70 0.06
H -1.860 0.819 -0.306 0.30 0.10 -0.18 0.11
H -1.491 0.872 1.388 -0.01 -0.45 -0.37 0.12
H 1.013 0.326 -0.145 -1.16 0.31 0.09 0.13
H 0.012 2.045 -1.699 -0.28 -0.15 -0.07 0.07
H 1.339 2.618 -0.726 -0.24 -0.17 0.01 0.08
H -0.264 3.145 -0.339 -0.36 -0.31 0.17 0.08
H 0.719 2.466 1.745 -0.26 -0.02 -0.01 0.07
H 0.596 0.904 2.287 -0.05 0.18 0.10 0.06
O 1.511 -1.676 2.045 -0.47 -0.71 -0.12 -0.06
H 1.987 -0.872 1.820 0.35 0.01 0.72 0.03
H 1.672 -2.035 2.930 0.43 0.78 -0.44 0.06
O 0.962 -0.769 -3.023 0.31 -0.33 -0.70 -0.06
H 1.436 -1.575 -2.764 -0.26 0.56 0.17 0.05
H 0.780 -0.245 -2.244 0.12 -0.13 0.37 -0.01
```
Forces are in eV/Å.

***

Here is 3 unconnected molecules or ions with the total composition C5H17NO2 in a non-equilibrium geometry from OMol25. Energies are from ωB97M-V with the def2-TZVPD basis set.

Spin multiplicity: 1
Orbital gap (eV): 9.5
Structure (SMILES): CC(C)[C@H](C)N.O.O
Energy relative to the best compared isomer or geometry (same formula, charge and spin) (kJ/mol): 226.8
Net charge: 0

XYZ file:
```
25
Properties=species:S:1:pos:R:3:forces:R:3:lowdin_charge:R:1
C -0.389 2.297 0.772 0.73 0.72 -0.96 -0.09
C 0.688 1.196 0.780 -1.26 -0.72 0.31 -0.39
C 2.136 1.590 0.394 -1.90 2.29 0.41 -0.06
C 0.057 0.029 -0.013 -3.35 1.61 -3.17 -0.47
C 0.641 -1.275 0.230 4.74 0.56 -0.61 -0.10
N 0.128 0.274 -1.540 -0.57 -0.14 1.27 0.03
H -1.306 2.003 1.331 0.45 0.17 -1.05 0.09
H -0.468 2.809 -0.228 -0.93 -1.50 0.21 0.09
H -0.055 3.206 1.187 0.81 0.97 1.75 0.04
H 0.689 0.798 1.800 0.34 0.21 0.25 0.13
H 2.177 2.072 -0.591 0.13 -0.74 -0.14 0.08
H 2.424 2.447 1.033 -0.06 -0.46 0.12 0.08
H 2.832 0.820 0.576 0.83 -0.93 -0.23 0.05
H -1.119 -0.080 0.183 2.63 0.73 -0.12 0.15
H 0.496 -1.458 1.250 0.17 -0.80 1.73 0.06
H 0.348 -2.121 -0.354 -0.26 -0.14 -0.49 0.05
H 1.845 -1.062 0.044 -2.71 -1.19 0.56 0.14
H -0.468 1.041 -1.899 0.74 -0.62 0.66 0.07
H 1.099 0.432 -1.751 0.16 0.33 -0.34 0.04
O -1.603 -3.683 0.035 0.52 1.93 -2.33 -0.04
H -1.644 -2.709 0.161 0.12 -0.24 -1.42 0.02
H -1.781 -3.813 0.909 -0.74 -2.10 3.95 -0.02
O -2.093 -1.388 -1.257 -1.44 4.63 3.49 0.01
H -1.619 -1.983 -1.698 2.46 -3.84 -3.23 -0.02
H -3.014 -1.440 -1.353 -1.61 -0.71 -0.62 0.05
```
Forces are in eV/Å.

***

Here is 3 unconnected molecules or ions with the total composition C5H17NO2S in a non-equilibrium geometry from OMol25. Energies are from ωB97M-V with the def2-TZVPD basis set.

Spin multiplicity: 1
Orbital gap (eV): 9.5
Structure (SMILES): CN[C@H](C)CCS.O.O
Energy relative to the best compared isomer or geometry (same formula, charge and spin) (kJ/mol): 110.0
Net charge: 0

XYZ file:
```
26
Properties=species:S:1:pos:R:3:forces:R:3:lowdin_charge:R:1
C 2.675 -1.005 -0.480 1.12 0.84 -0.42 -0.13
N 1.718 0.106 -0.513 0.28 -1.06 1.62 -0.07
C 0.492 -0.268 0.195 -1.18 -1.08 -1.28 -0.39
C -0.227 -1.525 -0.506 1.58 1.27 2.72 -0.01
C -0.461 0.927 0.110 -0.40 -0.16 1.10 -0.23
C -1.605 0.865 1.121 -0.12 -1.10 -0.03 -0.58
S -3.133 1.825 0.841 0.61 0.28 -0.19 0.69
H 2.564 -1.649 0.374 -0.85 -0.37 -0.15 0.03
H 3.691 -0.637 -0.284 0.01 0.27 -0.48 0.08
H 2.710 -1.570 -1.412 -0.05 -0.29 0.09 0.08
H 1.504 0.343 -1.459 -0.18 0.25 -0.61 0.09
H 0.733 -0.652 1.183 0.18 0.86 0.44 0.12
H -1.240 -1.528 -0.122 -0.47 -0.04 -1.11 0.07
H 0.226 -2.421 -0.081 0.16 -0.21 -0.57 0.08
H 0.086 -1.318 -1.502 -0.94 -0.68 -0.64 0.02
H -0.957 0.894 -0.865 0.63 0.64 -0.30 0.12
H 0.158 1.780 0.389 -0.24 0.45 -0.88 0.12
H -1.187 1.030 2.112 -0.34 -0.03 0.16 0.07
H -2.028 -0.140 1.030 0.25 -0.11 0.63 0.04
H -2.566 2.722 0.030 -0.09 0.26 -0.03 -0.16
O 2.986 -1.212 2.604 0.29 -0.15 -0.10 -0.05
H 2.816 -2.021 2.117 -0.35 -0.36 0.35 0.02
H 3.781 -0.925 2.144 0.14 0.47 0.24 0.04
O -0.157 -0.794 -3.802 -0.37 0.33 -0.29 -0.05
H 0.572 -0.830 -4.426 0.13 -0.14 0.23 0.04
H 0.115 -1.162 -2.958 0.22 -0.14 -0.52 -0.03
```
Forces are in eV/Å.

***

Here is 5 unconnected molecules or ions with the total composition C5H17NO4 in a non-equilibrium geometry from OMol25. Energies are from ωB97M-V with the def2-TZVPD basis set.

Spin multiplicity: 1
Orbital gap (eV): 9.2
Structure (SMILES): C=CC(=C)NC.O.O.O.O
Energy relative to the best compared isomer or geometry (same formula, charge and spin) (kJ/mol): 166.4
Net charge: 0

XYZ file:
```
27
Properties=species:S:1:pos:R:3:forces:R:3:lowdin_charge:R:1
C 2.436 0.224 1.691 1.24 -0.23 0.53 0.01
C 1.277 -0.411 1.614 -0.09 1.27 0.75 -0.13
C -0.014 0.313 1.495 -0.49 -1.05 -1.52 -0.37
C -0.394 1.379 2.178 0.60 0.60 1.02 0.07
N -0.900 -0.289 0.547 -0.95 0.38 0.45 -0.09
C -2.067 -1.030 1.038 -0.15 -0.48 -0.34 -0.09
H 2.623 1.286 1.627 -0.72 0.26 -0.27 0.07
H 3.364 -0.277 1.957 -0.21 -0.42 -0.27 0.06
H 1.215 -1.478 1.785 0.00 -0.09 -0.26 0.11
H -1.348 1.882 2.152 -0.25 -0.27 -0.61 0.07
H 0.268 1.823 2.908 0.20 -0.24 0.12 0.06
H -0.482 -0.773 -0.236 0.51 -0.09 0.66 0.05
H -1.890 -2.104 0.916 -0.24 0.05 -0.23 0.07
H -2.317 -0.914 2.089 0.43 0.57 0.12 0.08
H -2.954 -0.726 0.475 -0.07 -0.25 0.00 0.07
O 0.834 2.310 -2.143 0.21 -0.08 0.13 -0.07
H -0.074 2.103 -1.867 -0.08 0.06 -0.28 -0.02
H 1.008 3.196 -1.820 0.04 0.07 0.01 0.03
O 1.215 -0.639 -1.493 0.06 -1.15 0.32 -0.04
H 1.788 -0.007 -1.060 -0.01 0.48 -0.09 0.05
H 0.782 -0.241 -2.238 0.02 0.88 -0.55 0.05
O -1.670 1.294 -1.764 0.03 0.41 -0.34 -0.05
H -1.502 0.760 -0.976 -0.15 -0.34 0.63 0.00
H -2.381 0.901 -2.271 -0.04 -0.11 0.03 0.06
O -0.297 -2.966 -1.243 0.60 0.32 0.23 -0.07
H 0.224 -2.148 -1.354 -0.23 -0.08 -0.27 -0.02
H 0.393 -3.482 -0.812 -0.28 -0.49 0.03 0.04
```
Forces are in eV/Å.

***

Here is 3 unconnected molecules or ions with the total composition C5H18N2O3 in a non-equilibrium geometry from OMol25. Energies are from ωB97M-V with the def2-TZVPD basis set.

Spin multiplicity: 1
Orbital gap (eV): 9.1
Structure (SMILES): CCNC[C@@H](N)CO.O.O
Energy relative to the best compared isomer or geometry (same formula, charge and spin) (kJ/mol): 358.6
Net charge: 0

XYZ file:
```
28
Properties=species:S:1:pos:R:3:forces:R:3:lowdin_charge:R:1
C -2.804 -0.488 -1.122 0.57 -2.21 0.67 -0.10
C -2.157 0.224 0.098 0.05 0.69 0.35 -0.30
N -0.720 0.606 0.229 -1.73 2.59 -0.27 -0.11
C 0.018 -0.375 0.951 1.33 -1.70 2.69 -0.26
C 1.361 0.327 1.479 1.46 -1.66 -1.75 -0.27
N 2.301 -0.273 2.514 0.44 0.34 -2.18 0.02
C 2.325 0.406 0.133 -1.43 0.72 0.21 -0.22
O 3.020 -0.716 -0.260 4.03 0.93 1.68 -0.06
H -3.424 -1.270 -0.607 0.42 0.34 -0.80 0.07
H -3.568 0.152 -1.577 0.74 -0.10 -0.61 0.06
H -2.096 -1.086 -1.814 -1.17 1.40 0.84 0.09
H -2.483 -0.267 1.006 0.38 -0.85 0.30 0.09
H -2.798 1.071 0.201 0.10 1.40 -0.02 0.08
H -0.630 1.709 0.508 -0.14 -3.93 -0.51 0.17
H 0.138 -1.333 0.330 0.40 1.46 0.46 0.12
H -0.456 -0.851 1.925 0.07 1.23 -1.44 0.13
H 1.014 1.253 1.985 0.35 -0.04 -1.15 0.12
H 3.152 -0.678 2.035 -1.51 0.43 0.65 0.08
H 1.875 -0.995 3.038 -0.52 -0.85 0.61 0.03
H 1.823 0.560 -0.849 -0.51 1.78 1.27 0.12
H 3.213 0.945 0.391 -0.26 1.95 -0.10 0.10
H 2.563 -1.466 -0.389 -3.12 -4.00 -0.94 -0.01
O 1.210 -2.334 -2.099 -0.83 -0.47 0.06 -0.05
H 0.892 -1.745 -2.784 0.33 0.52 -0.27 0.04
H 0.415 -2.883 -1.991 0.50 -0.08 0.28 0.05
O -1.534 3.231 -0.826 -2.35 -2.89 1.59 -0.04
H -1.634 2.380 -1.321 0.77 1.65 0.13 0.06
H -1.017 3.895 -1.186 1.62 1.32 -1.75 0.00
```
Forces are in eV/Å.

***

Here is 4 unconnected molecules or ions with the total composition C5H18N6O5 in a non-equilibrium geometry from OMol25. Energies are from ωB97M-V with the def2-TZVPD basis set.

Spin multiplicity: 1
Orbital gap (eV): 9.4
Structure (SMILES): NC(N)=O.NC(N)=O.NC(N)=O.OCCO
Net charge: 0

XYZ file:
```
34
Properties=species:S:1:pos:R:3:forces:R:3:lowdin_charge:R:1
N -1.560 1.609 1.050 1.28 0.70 2.08 0.18
C -2.439 1.214 0.122 0.46 2.92 4.02 -0.76
N -3.650 1.713 0.349 -2.11 0.34 -0.33 0.17
O -2.106 0.583 -0.794 1.16 -3.55 -5.30 0.06
H -1.829 2.296 1.739 0.18 -0.19 -0.19 0.11
H -0.591 1.325 1.074 -0.25 -0.05 -0.30 0.09
H -3.940 1.843 1.308 -0.33 0.04 -0.48 0.11
H -4.299 1.524 -0.402 -0.36 0.03 0.58 0.12
N -1.557 -1.576 -2.623 -0.96 3.75 -5.29 0.17
C -1.121 -2.484 -1.851 1.67 -2.82 -1.31 -0.91
N -1.534 -2.269 -0.689 -2.06 0.71 8.84 0.18
O -0.459 -3.431 -2.155 1.78 -2.50 -1.38 0.06
H -1.201 -1.657 -3.564 -0.46 0.65 -0.06 0.14
H -2.094 -0.815 -2.232 0.02 0.07 -0.75 0.08
H -1.348 -2.933 0.050 0.17 0.15 -0.26 0.13
H -1.741 -1.321 -0.410 -0.23 -0.26 0.15 0.08
N 2.086 -1.111 -1.456 -2.19 -2.53 1.84 0.18
C 2.159 -0.079 -2.240 -0.38 0.80 -0.61 -0.80
N 0.957 0.388 -2.649 -1.96 1.75 -1.24 0.16
O 3.199 0.376 -2.542 3.67 2.64 -1.66 0.07
H 1.093 -1.118 -1.272 0.32 -1.79 1.62 0.08
H 2.831 -1.335 -0.812 -0.44 0.00 -0.22 0.13
H 0.889 1.300 -3.077 0.67 -0.27 -0.06 0.11
H 0.029 0.052 -2.434 0.45 -0.52 0.38 0.06
O 1.507 2.046 2.389 -1.32 0.92 0.27 -0.05
C 2.412 1.017 2.492 1.01 -2.40 -1.56 -0.27
C 1.672 -0.357 2.347 0.03 0.89 2.27 -0.19
O 0.562 -0.514 3.285 0.88 0.38 -0.98 -0.08
H 1.824 2.897 2.702 0.28 -0.14 0.02 0.10
H 3.049 0.950 1.610 0.19 0.43 -0.56 0.11
H 3.187 1.054 3.257 -0.76 0.17 0.92 0.12
H 2.406 -1.085 2.692 -0.03 -0.32 -0.66 0.12
H 1.342 -0.491 1.317 0.00 -0.13 0.03 0.09
H 0.266 0.389 3.421 -0.37 0.15 0.19 0.05
```
Forces are in eV/Å.

***

Here is 3 unconnected molecules or ions with the total composition C5H18NO2 in a non-equilibrium geometry from OMol25. Energies are from ωB97M-V with the def2-TZVPD basis set.

Spin multiplicity: 1
Orbital gap (eV): 11.4
Energy relative to the best compared isomer or geometry (same formula, charge and spin) (kJ/mol): 281.5
Net charge: +1

XYZ file:
```
26
Properties=species:S:1:pos:R:3:forces:R:3:lowdin_charge:R:1
C -0.642 -0.574 1.414 -2.19 -2.40 0.87 -0.06
C -0.339 -0.016 0.010 -0.47 0.47 -0.65 -0.28
C 0.337 1.360 0.216 -1.00 2.11 -1.70 -0.35
C -0.656 2.465 0.925 4.43 -3.55 3.57 0.01
C 1.799 1.279 0.665 1.40 -1.04 3.29 -0.09
N 0.687 -0.936 -0.713 0.61 -0.48 6.85 0.19
H 0.251 -0.824 1.994 0.34 0.80 -0.19 0.08
H -1.105 -1.638 1.423 0.33 1.63 -0.56 0.11
H -1.362 0.013 2.099 1.34 -0.61 -1.53 0.11
H -1.152 -0.063 -0.850 0.87 0.85 2.52 0.17
H 0.462 1.876 -0.791 -0.39 -1.03 0.71 0.15
H -1.397 2.019 1.591 0.13 0.07 -0.19 0.06
H -1.064 2.968 0.183 -2.03 2.59 -3.13 0.01
H 0.052 3.076 1.553 -1.04 -0.23 -0.68 0.10
H 2.393 2.034 0.273 0.63 1.63 -1.69 0.04
H 2.378 0.340 0.316 -0.90 1.30 1.12 0.09
H 2.138 1.607 1.789 -1.51 -1.79 -2.01 0.15
H 1.099 -1.614 0.095 -0.50 1.26 -2.27 0.15
H 1.412 -0.358 -1.041 0.97 0.35 -1.54 0.11
H 0.113 -1.476 -1.244 -1.05 -1.91 -2.94 0.11
H 1.390 -4.022 0.107 0.51 1.99 1.19 0.12
H 2.418 -3.608 1.180 -0.73 0.78 -0.39 0.09
O 1.683 -3.208 0.653 0.18 -2.72 -0.76 -0.09
H -3.573 0.446 -2.310 -3.93 -0.21 2.83 -0.02
H -3.082 0.190 -3.623 -0.31 -0.67 -2.11 0.02
O -2.830 0.520 -2.795 4.31 0.83 -0.63 0.02
```
Forces are in eV/Å.

***

Here is 3 unconnected molecules or ions with the total composition C5H19N2O3 in a non-equilibrium geometry from OMol25. Energies are from ωB97M-V with the def2-TZVPD basis set.

Spin multiplicity: 1
Orbital gap (eV): 8.9
Energy relative to the best compared isomer or geometry (same formula, charge and spin) (kJ/mol): 392.9
Net charge: +1

XYZ file:
```
29
Properties=species:S:1:pos:R:3:forces:R:3:lowdin_charge:R:1
C 1.542 -0.537 0.824 3.57 -3.13 -1.10 -0.26
N 1.310 0.284 -0.309 -1.72 1.16 1.07 -0.05
C 0.219 1.211 -0.185 -0.99 3.01 2.03 -0.22
C -1.052 1.189 -1.072 0.35 1.01 2.11 -0.38
C -0.824 1.578 -2.547 1.68 -2.14 0.92 -0.02
O -1.462 -0.177 -0.786 -2.22 -0.07 -2.47 -0.13
C 0.535 -0.945 1.868 1.20 -3.46 1.45 -0.18
N -0.784 -1.573 1.319 -1.12 3.10 -0.59 0.16
H 2.372 -0.083 1.552 -1.21 -1.06 -1.71 0.15
H 1.979 -1.608 0.213 -0.83 2.87 2.44 0.19
H 1.318 -0.125 -1.204 0.09 -1.06 -0.75 0.07
H -0.193 1.314 0.936 1.17 -0.64 -2.27 0.14
H 0.627 2.202 -0.364 0.05 0.57 0.14 0.11
H -1.750 2.004 -0.541 1.03 -1.97 -1.26 0.17
H 0.201 1.190 -2.847 -1.01 0.77 0.23 0.10
H -1.482 0.928 -3.073 -0.90 -0.04 -1.04 0.06
H -0.943 2.622 -2.799 -0.11 0.07 0.16 0.09
H -2.082 -0.546 -1.494 1.14 0.92 1.31 0.14
H 0.455 -0.210 2.690 -1.15 -0.39 -1.16 0.07
H 1.092 -1.817 2.458 -1.21 1.51 -1.44 0.16
H -1.243 -2.243 1.923 0.30 -0.33 0.26 0.15
H -0.751 -1.920 0.317 0.42 0.52 1.35 0.16
H -1.470 -0.719 1.243 1.36 -2.05 -0.24 0.18
H -0.243 1.744 3.688 -0.92 -0.58 0.59 0.06
H 0.903 2.370 3.151 0.59 -1.06 -0.26 0.10
O 0.561 1.451 3.264 0.36 2.52 0.21 -0.07
H 0.994 -2.548 -2.582 1.11 -0.70 -0.39 0.01
H -0.136 -1.884 -3.492 1.24 -0.89 3.41 0.13
O 0.170 -2.102 -2.500 -2.26 1.54 -3.00 -0.10
```
Forces are in eV/Å.